Molecular formula: C19H24N2O9RuSSi
Method: DFT, wB97M-V/def2-TZVPD

Element x y z (Å)
Ru (-0.254, -0.709, -0.351)
O (-1.051, -0.038, 1.351)
C (-1.987, -0.614, 1.981)
C (-2.683, -1.794, 1.586)
C (-3.717, -2.225, 2.433)
C (-4.458, -3.348, 2.146)
C (-4.198, -4.105, 0.992)
C (-3.197, -3.711, 0.155)
C (-2.399, -2.559, 0.399)
O (-1.482, -2.290, -0.460)
N (-5.512, -3.749, 3.038)
O (-5.706, -3.092, 4.055)
O (-6.148, -4.761, 2.772)
H (-2.298, -0.149, 2.921)
H (-3.942, -1.660, 3.327)
H (-4.790, -4.986, 0.793)
H (-2.967, -4.274, -0.740)
O (1.727, -0.894, -2.055)
S (2.433, -0.280, -0.926)
O (3.673, 0.369, -1.250)
O (2.414, -1.087, 0.270)
O (1.353, 0.928, -0.590)
C (0.779, -0.402, -4.950)
N (-0.395, -0.313, -4.100)
C (-1.048, -1.575, -3.789)
C (-0.575, 0.734, -3.255)
C (0.292, 1.950, -3.486)
O (-1.403, 0.725, -2.345)
H (0.631, -1.221, -5.652)
H (1.680, -0.599, -4.364)
H (0.909, 0.511, -5.529)
H (-1.283, -2.096, -4.719)
H (-1.959, -1.385, -3.231)
H (-0.402, -2.209, -3.176)
H (0.199, 2.325, -4.506)
H (1.337, 1.693, -3.302)
H (-0.016, 2.719, -2.784)
C (2.728, 3.434, -0.597)
Si (1.621, 2.275, 0.376)
C (-0.087, 2.990, 0.625)
C (2.446, 1.789, 1.983)
C (1.774, 0.986, 2.910)
C (2.370, 0.636, 4.111)
C (3.649, 1.087, 4.411)
C (4.332, 1.880, 3.502)
C (3.732, 2.224, 2.299)
H (2.943, 4.353, -0.048)
H (2.231, 3.704, -1.532)
H (3.666, 2.940, -0.851)
H (-0.028, 4.048, 0.892)
H (-0.627, 2.458, 1.408)
H (-0.667, 2.889, -0.295)
H (0.785, 0.610, 2.674)
H (1.840, 0.002, 4.810)
H (4.115, 0.812, 5.350)
H (5.335, 2.224, 3.726)
H (4.284, 2.829, 1.589)

Properties
**HOMO-LUMO gap (alpha / beta)**: 6.822 / 5.660 eV
**<S²>**: 0.922
**Total charge**: -1
**2S+1**: 2